Density functional theory data (ωB97M-V/def2-TZVPD) for a cluster of 12 separate species, C44H121N9O16 in total.

Its spin multiplicity is 2. Its largest force on an atom is 0.06386 Eh/bohr. For the energy, the calculation gives -3445.258495 a.u. Its charge is -1. For the HOMO-LUMO gap (spin up / spin down), the calculation gives 1.190 / 8.310 eV.

Bonds (Å) are listed after each position.
Geometry (Å):
1 C -30.803 8.424 -11.819  C2 1.555, H7 1.090, H8 1.090, H9 1.090
2 C -29.343 8.703 -12.275  C1 1.555, C3 1.512, N6 1.424, H10 1.090
3 C -29.118 8.707 -13.770  C2 1.512, O4 1.429, H11 1.090, H12 1.090
4 O -29.504 7.406 -14.218  C3 1.429, C5 1.420
5 C -29.173 7.134 -15.572  O4 1.420, H13 1.090, H14 1.090, H15 1.090
6 N -28.872 9.871 -11.609  C2 1.424, H16 1.010, H17 1.010
7 H -31.045 7.418 -12.162  C1 1.090
8 H -31.489 9.091 -12.340  C1 1.090
9 H -31.101 8.610 -10.787  C1 1.090
10 H -28.724 7.897 -11.881  C2 1.090
11 H -28.121 9.006 -14.096  C3 1.090
12 H -29.758 9.462 -14.228  C3 1.090
13 H -28.168 7.359 -15.929  C5 1.090
14 H -29.888 7.668 -16.198  C5 1.090
15 H -29.331 6.064 -15.708  C5 1.090
16 H -29.258 9.858 -10.676  N6 1.010
17 H -29.343 10.621 -12.094  N6 1.010
18 C -21.291 2.358 -9.496  C19 1.566, H24 1.090, H25 1.090, H26 1.090
19 C -21.100 1.695 -10.901  C18 1.566, C20 1.560, N23 1.439, H27 1.090
20 C -19.815 2.250 -11.589  C19 1.560, O21 1.426, H28 1.090, H29 1.090
21 O -19.835 3.673 -11.660  C20 1.426, C22 1.405
22 C -18.536 4.204 -11.730  O21 1.405, H30 1.090, H31 1.090, H32 1.090
23 N -21.047 0.276 -10.661  C19 1.439, H33 1.010, H34 1.010
24 H -22.210 2.051 -8.998  C18 1.090
25 H -21.411 3.422 -9.704  C18 1.090
26 H -20.482 2.256 -8.773  C18 1.090
27 H -21.894 2.042 -11.563  C19 1.090
28 H -19.645 1.803 -12.568  C20 1.090
29 H -18.981 1.869 -10.999  C20 1.090
30 H -18.563 5.290 -11.822  C22 1.090
31 H -17.932 3.812 -12.548  C22 1.090
32 H -17.962 3.950 -10.839  C22 1.090
33 H -20.139 0.010 -10.308  N23 1.010
34 H -21.128 -0.118 -11.588  N23 1.010
35 C -33.855 4.027 -12.465  C36 1.508, H41 1.090, H42 1.090, H43 1.090
36 C -34.024 4.070 -13.962  C35 1.508, C37 1.540, N40 1.499, H44 1.090
37 C -32.816 4.654 -14.718  C36 1.540, O38 1.390, H45 1.090, H46 1.090
38 O -33.133 4.521 -16.065  C37 1.390, C39 1.414
39 C -32.193 5.169 -16.899  O38 1.414, H47 1.090, H48 1.090, H49 1.090
40 N -34.257 2.629 -14.305  C36 1.499, H50 1.010, H51 1.010
41 H -33.025 3.383 -12.172  C35 1.090
42 H -34.786 3.679 -12.018  C35 1.090
43 H -33.707 5.034 -12.075  C35 1.090
44 H -34.943 4.580 -14.250  C36 1.090
45 H -31.817 4.317 -14.442  C37 1.090
46 H -32.723 5.686 -14.379  C37 1.090
47 H -31.588 5.931 -16.408  C39 1.090
48 H -32.565 5.517 -17.862  C39 1.090
49 H -31.328 4.543 -17.116  C39 1.090
50 H -34.038 2.563 -15.289  N40 1.010
51 H -33.417 2.248 -13.895  N40 1.010
52 C -19.995 9.623 -12.386  C53 1.559, H58 1.090, H59 1.090, H60 1.090
53 C -19.064 9.802 -13.624  C52 1.559, C54 1.535, N57 1.493, H61 1.090
54 C -18.280 8.515 -13.918  C53 1.535, O55 1.478, H62 1.090, H63 1.090
55 O -17.888 7.651 -12.784  C54 1.478, C56 1.455
56 C -16.918 8.150 -11.821  O55 1.455, H64 1.090, H65 1.090, H66 1.090
57 N -19.887 10.311 -14.761  C53 1.493, H67 1.010, H68 1.010
58 H -19.605 9.048 -11.546  C52 1.090
59 H -20.911 9.088 -12.637  C52 1.090
60 H -20.358 10.569 -11.984  C52 1.090
61 H -18.293 10.541 -13.403  C53 1.090
62 H -17.446 8.763 -14.575  C54 1.090
63 H -18.898 7.814 -14.479  C54 1.090
64 H -15.907 8.159 -12.229  C56 1.090
65 H -16.918 7.496 -10.949  C56 1.090
66 H -17.132 9.144 -11.427  C56 1.090
67 H -19.325 10.695 -15.507  N57 1.010
68 H -20.450 11.092 -14.457  N57 1.010
69 C -20.859 3.554 -15.911  C70 1.541, H75 1.090, H76 1.090, H77 1.090
70 C -20.252 4.171 -17.185  C69 1.541, C71 1.577, N74 1.475, H78 1.090
71 C -19.717 5.614 -16.840  C70 1.577, O72 1.420, H79 1.090, H80 1.090
72 O -19.052 6.119 -17.989  C71 1.420, C73 1.415
73 C -18.682 7.476 -17.837  O72 1.415, H81 1.090, H82 1.090, H83 1.090
74 N -19.102 3.292 -17.467  C70 1.475, H84 1.010, H85 1.010
75 H -21.748 4.108 -15.611  C69 1.090
76 H -20.214 3.590 -15.033  C69 1.090
77 H -21.306 2.572 -16.071  C69 1.090
78 H -20.940 4.159 -18.030  C70 1.090
79 H -18.994 5.648 -16.025  C71 1.090
80 H -20.573 6.203 -16.512  C71 1.090
81 H -19.548 8.120 -17.681  C73 1.090
82 H -18.285 7.747 -18.816  C73 1.090
83 H -17.912 7.577 -17.073  C73 1.090
84 H -18.341 3.850 -17.826  N74 1.010
85 H -18.706 2.842 -16.654  N74 1.010
86 C -32.618 -0.301 -13.576  C87 1.497, H92 1.090, H93 1.090, H94 1.090
87 C -31.309 0.422 -13.632  C86 1.497, C88 1.562, N91 1.447, H95 1.090
88 C -30.764 0.875 -15.024  C87 1.562, O89 1.434, H96 1.090, H97 1.090
89 O -30.607 -0.127 -16.038  C88 1.434, C90 1.435
90 C -30.148 0.333 -17.318  O89 1.435, H98 1.090, H99 1.090, H100 1.090
91 N -31.495 1.601 -12.814  C87 1.447, H101 1.010, H102 1.010
92 H -32.549 -1.235 -14.134  C86 1.090
93 H -33.365 0.317 -14.074  C86 1.090
94 H -32.850 -0.544 -12.539  C86 1.090
95 H -30.461 -0.108 -13.198  C87 1.090
96 H -29.763 1.284 -14.892  C88 1.090
97 H -31.469 1.650 -15.325  C88 1.090
98 H -29.238 0.894 -17.106  C90 1.090
99 H -30.781 1.075 -17.804  C90 1.090
100 H -29.914 -0.554 -17.908  C90 1.090
101 H -31.836 1.396 -11.886  N91 1.010
102 H -30.688 2.199 -12.716  N91 1.010
103 C -24.353 5.504 -18.618  C104 1.539, H109 1.090, H110 1.090, H111 1.090
104 C -25.747 5.620 -19.258  C103 1.539, C105 1.563, N108 1.451, H112 1.090
105 C -26.829 5.822 -18.147  C104 1.563, O106 1.382, H113 1.090, H114 1.090
106 O -27.085 4.745 -17.319  C105 1.382, C107 1.412
107 C -28.073 3.827 -17.738  O106 1.412, H115 1.090, H116 1.090, H117 1.090
108 N -25.664 6.723 -20.197  C104 1.451, H118 1.010, H119 1.010
109 H -23.585 5.527 -19.391  C103 1.090
110 H -24.111 4.584 -18.085  C103 1.090
111 H -24.037 6.350 -18.008  C103 1.090
112 H -26.005 4.801 -19.930  C104 1.090
113 H -27.754 6.246 -18.536  C105 1.090
114 H -26.397 6.615 -17.536  C105 1.090
115 H -29.026 4.333 -17.894  C107 1.090
116 H -28.247 3.026 -17.020  C107 1.090
117 H -27.813 3.389 -18.701  C107 1.090
118 H -26.501 6.659 -20.758  N108 1.010
119 H -24.982 6.529 -20.916  N108 1.010
120 C -27.198 1.181 -10.908  C121 1.596, H126 1.090, H127 1.090, H128 1.090
121 C -25.852 0.324 -10.870  C120 1.596, C122 1.533, N125 1.490, H129 1.090
122 C -24.715 0.953 -11.684  C121 1.533, O123 1.437, H130 1.090, H131 1.090
123 O -25.078 0.851 -13.071  C122 1.437, C124 1.387
124 C -24.011 1.162 -13.900  O123 1.387, H132 1.090, H133 1.090, H134 1.090
125 N -25.461 0.119 -9.446  C121 1.490, H135 1.010, H136 1.010
126 H -26.965 2.245 -10.941  C120 1.090
127 H -28.037 0.981 -10.241  C120 1.090
128 H -27.656 1.027 -11.886  C120 1.090
129 H -26.007 -0.687 -11.244  C121 1.090
130 H -23.808 0.374 -11.508  C122 1.090
131 H -24.521 2.012 -11.517  C122 1.090
132 H -24.326 1.311 -14.933  C124 1.090
133 H -23.199 0.434 -13.902  C124 1.090
134 H -23.534 2.057 -13.503  C124 1.090
135 H -25.473 0.994 -8.943  N125 1.010
136 H -24.484 -0.120 -9.352  N125 1.010
137 C -25.206 9.411 -11.441  C138 1.527, O140 1.424, H141 1.090, H142 1.090
138 C -25.467 7.999 -10.921  C137 1.527, O139 1.419, H143 1.090, H144 1.090
139 O -26.508 8.139 -9.967  C138 1.419, H145 0.960
140 O -26.157 9.844 -12.410  C137 1.424, H146 0.960
141 H -24.196 9.535 -11.831  C137 1.090
142 H -25.281 10.056 -10.565  C137 1.090
143 H -24.531 7.625 -10.507  C138 1.090
144 H -25.808 7.319 -11.701  C138 1.090
145 H -27.326 8.388 -10.405  O139 0.960
146 H -27.033 10.009 -12.054  O140 0.960
147 C -32.176 4.301 -9.049  C148 1.578, O150 1.422, H151 1.090, H152 1.090
148 C -31.367 3.322 -8.113  C147 1.578, O149 1.416, H153 1.090, H154 1.090
149 O -30.844 3.905 -6.932  C148 1.416, H155 0.960
150 O -33.455 4.747 -8.618  C147 1.422, H156 0.960
151 H -32.149 3.737 -9.981  C147 1.090
152 H -31.558 5.199 -9.053  C147 1.090
153 H -30.525 2.861 -8.630  C148 1.090
154 H -31.994 2.476 -7.832  C148 1.090
155 H -29.979 3.528 -6.756  O149 0.960
156 H -33.638 5.451 -9.245  O150 0.960
157 C -23.198 8.982 -16.257  C158 1.583, O160 1.431, H161 1.090, H162 1.090
158 C -23.778 9.758 -15.006  C157 1.583, O159 1.440, H163 1.090, H164 1.090
159 O -25.191 9.506 -14.891  C158 1.440, H165 0.960
160 O -23.271 9.763 -17.455  C157 1.431, H166 0.960
161 H -23.658 8.007 -16.422  C157 1.090
162 H -22.147 8.764 -16.068  C157 1.090
163 H -23.577 10.826 -15.087  C158 1.090
164 H -23.233 9.387 -14.138  C158 1.090
165 H -25.396 9.509 -13.953  O159 0.960
166 H -24.188 9.933 -17.684  O160 0.960
167 C -29.960 4.576 -12.208  O168 1.438, H176 1.090, H177 1.090, H178 1.090
168 O -29.284 3.369 -12.599  C167 1.438, C169 1.408
169 C -28.382 3.481 -13.675  O168 1.408, C170 1.593, H179 1.090, H180 1.090
170 C -27.138 4.430 -13.374  C169 1.593, N171 1.479, H181 1.090, H182 1.090
171 N -26.191 4.483 -14.509  C170 1.479, C172 1.475, H183 1.010
172 C -25.098 5.465 -14.378  N171 1.475, C173 1.548, H184 1.090, H185 1.090
173 C -23.962 5.123 -13.385  C172 1.548, O174 1.378, H186 1.090, H187 1.090
174 O -23.058 6.163 -13.420  C173 1.378, C175 1.465
175 C -21.881 5.852 -12.605  O174 1.465, H188 1.090, H189 1.090, H190 1.090
176 H -29.868 5.346 -12.974  C167 1.090
177 H -29.418 4.902 -11.320  C167 1.090
178 H -31.023 4.457 -11.998  C167 1.090
179 H -28.791 3.692 -14.663  C169 1.090
180 H -27.955 2.497 -13.868  C169 1.090
181 H -26.732 4.091 -12.421  C170 1.090
182 H -27.527 5.442 -13.261  C170 1.090
183 H -26.633 4.514 -15.416  N171 1.010
184 H -25.537 6.439 -14.163  C172 1.090
185 H -24.602 5.508 -15.349  C172 1.090
186 H -23.438 4.285 -13.846  C173 1.090
187 H -24.317 4.851 -12.391  C173 1.090
188 H -21.095 6.605 -12.646  C175 1.090
189 H -21.399 4.973 -13.035  C175 1.090
190 H -22.116 5.643 -11.562  C175 1.090